Computed, not measured: one molecule with the formula C18H23N3O4S2 in a non-equilibrium geometry, with wB97M-V/def2-TZVPD.

Each line ends with the natural charge from an NBO analysis.
CARTESIAN COORDINATES (ANGSTROEM)
O (-1.634, -1.123, 1.060)  -0.65
C (-1.558, -2.235, 0.590)  0.82
O (-2.014, -2.563, -0.605)  -0.71
C (-0.913, -3.419, 1.275)  -0.51
C (0.411, -3.753, 0.574)  -0.39
C (1.532, -2.791, 0.968)  -0.41
C (2.767, -2.955, 0.079)  -0.41
C (2.714, -2.120, -1.205)  -0.22
N (2.892, -0.707, -0.912)  -0.43
C (1.860, 0.178, -0.886)  0.32
S (0.281, -0.368, -1.422)  0.30
C (-0.687, 1.063, -0.862)  -0.62
C (-2.151, 0.752, -1.074)  0.73
O (-2.527, -0.210, -1.737)  -0.69
N (-3.008, 1.605, -0.515)  -0.41
C (-2.675, 2.730, 0.336)  -0.22
C (-4.022, 3.407, 0.588)  -0.41
C (-5.000, 2.234, 0.550)  -0.41
C (-4.444, 1.379, -0.582)  -0.21
N (1.949, 1.416, -0.520)  -0.54
C (3.172, 1.871, -0.153)  0.18
C (3.477, 3.183, 0.288)  -0.27
C (4.800, 3.326, 0.551)  -0.36
S (5.724, 1.897, 0.278)  0.48
C (4.296, 1.057, -0.207)  -0.39
C (4.216, -0.317, -0.600)  0.65
O (5.127, -1.115, -0.673)  -0.61
H (-2.304, -1.766, -1.119)  0.53
H (-1.593, -4.267, 1.189)  0.23
H (-0.744, -3.189, 2.327)  0.22
H (0.709, -4.770, 0.836)  0.21
H (0.249, -3.719, -0.505)  0.21
H (1.808, -2.984, 2.007)  0.21
H (1.168, -1.764, 0.918)  0.21
H (2.877, -4.004, -0.200)  0.21
H (3.666, -2.666, 0.625)  0.23
H (3.541, -2.416, -1.855)  0.24
H (1.769, -2.257, -1.731)  0.22
H (-0.374, 1.938, -1.431)  0.26
H (-0.464, 1.213, 0.193)  0.27
H (-2.239, 2.369, 1.275)  0.20
H (-1.957, 3.393, -0.151)  0.21
H (-4.246, 4.106, -0.218)  0.20
H (-4.040, 3.945, 1.533)  0.22
H (-4.958, 1.683, 1.490)  0.21
H (-6.026, 2.545, 0.369)  0.22
H (-4.821, 1.706, -1.557)  0.20
H (-4.654, 0.314, -0.473)  0.23
H (2.743, 3.959, 0.396)  0.23
H (5.305, 4.207, 0.896)  0.24

Properties
* molar mass: 409.53 Da
* spin multiplicity: 1
* LUMO level: 0.0213 hartree
* largest force on an atom: 1.131 eV/Å
* energy relative to the best compared isomer or geometry (same formula, charge and spin): 0.0210 eV
* Kohn-Sham gap: 8.9 eV
* SMILES string: O=C(O)CCCCCn1c(SCC(=O)N2CCCC2)nc2ccsc2c1=O